No. 1
99
Properties=species:S:1:pos:R:3 method="wB97M-V/def2-TZVPD" gap_ha=0.26915 homo_energy_ev=-11.03 e_lumo_ev=-3.71 total_energy_ha=-2167.7638 fmax_ev_per_a=1.773 total_charge=+1
H -1.48003 1.72557 0.84810
C -4.89573 -0.02613 -2.93790
C -3.41558 -0.59962 -6.27096
H -3.40998 0.84169 2.98388
H 4.05085 -4.83743 1.86939
C -2.81381 1.62565 2.51331
C 1.25966 -0.30118 -1.64006
C 6.37235 -3.19529 3.46114
H -3.63748 0.87586 -1.47165
C -0.57159 6.50526 4.91209
O -0.92429 4.30769 3.79546
N 1.56334 -0.60323 -4.40361
H -3.40080 2.53529 2.53265
H 2.25714 -1.24152 2.65265
H 5.36424 -7.06749 2.01403
H 7.83868 -5.32156 0.00592
H 8.00129 -4.64170 1.61252
N -0.12058 -0.24406 1.79875
O 5.35764 -4.15451 3.21891
H -1.93070 1.74268 3.13978
H 3.08726 -1.44265 -1.53594
H 2.50041 -2.12982 1.11249
H -3.62043 -1.95142 1.13019
O 3.61065 0.42312 -0.06139
H 1.05414 4.40303 3.14849
S 2.50736 0.19647 0.80754
H -1.29216 -1.92450 1.85011
C -2.41977 1.22114 1.08921
H 4.96732 -3.42501 1.32646
C -1.44361 -0.86727 2.07828
H -2.19602 5.12295 5.11469
H -4.97903 -1.73138 -0.71593
H -0.70356 4.53296 5.84238
C -4.49727 1.17874 -3.81038
H -5.30204 0.69602 -0.94845
C -2.25088 -0.30592 0.91189
C -3.62150 -0.94767 0.69580
C 0.53233 0.03784 -3.86955
H -4.42346 -0.91989 -3.33967
H 3.28984 -1.61935 -3.95908
H -1.24142 -1.54755 -0.50487
N 1.11975 -0.17665 -0.20432
C 7.33528 -4.71052 0.75314
H -3.72904 -0.54456 -7.31293
H -4.57299 2.08844 -3.21423
C -0.03312 -0.31393 0.43855
H -0.19964 0.43375 -4.55649
H 7.36491 -3.64841 3.45873
C 5.04760 -4.38462 1.86240
H -0.74183 6.63683 2.89734
H -2.02380 1.05540 -6.28012
C 2.81570 -1.29023 1.72654
C -3.05598 1.09932 -4.35604
H -2.55208 0.27277 -3.84880
H 5.49225 -5.61147 0.18863
H -3.36809 -1.63587 -1.37441
H -3.14008 1.62378 0.38734
H 1.44746 6.31885 4.10920
H 0.25239 2.84146 3.02688
H 6.19531 -2.77493 4.45022
H 1.23930 7.62063 5.26331
H -1.14762 -2.79356 -4.75190
C -1.11328 5.07149 4.97791
H -1.82140 -0.80039 3.08839
H 6.34436 -2.38707 2.72211
H 1.31943 5.95452 5.83638
H 0.77521 3.43228 4.61900
H -0.52474 0.78907 -2.16979
H 0.10036 0.66029 2.20561
H -2.50022 2.01424 -4.14901
H -4.36438 -0.37286 1.24400
N -1.24304 -0.58333 -0.17142
H 3.89068 -1.29286 1.87296
C 2.33774 -0.99360 -2.16372
C -4.49008 0.19186 -1.47261
H -5.97956 -0.10340 -3.00622
H -2.47329 -2.37929 -6.96536
H 7.20582 -3.70847 0.33788
C -2.15173 -2.38821 -4.87075
O 2.11387 1.27376 1.66004
H -1.32837 -1.17204 -6.47551
C -3.00552 0.82154 -5.86450
C 5.99531 -5.33933 1.12202
H -1.00322 7.03544 5.76556
H -2.87347 -3.20155 -4.84036
H -3.69330 1.52746 -6.33659
C 0.33072 0.23281 -2.51204
C 0.94609 6.59709 5.03639
C 0.35727 3.73141 3.65326
H -2.33252 -1.74723 -4.00745
N 6.23961 -6.57380 1.86706
C 2.43968 -1.09894 -3.54185
C -2.27831 -1.62951 -6.19789
N -0.99111 7.20979 3.69859
C -4.09098 -1.09715 -0.75981
H 6.55177 -6.32562 2.80177
H -5.18120 1.28071 -4.65144
H -4.27172 -0.92631 -5.68011
H -2.00491 7.26489 3.66779

=====

No. 2
117
Properties=species:S:1:pos:R:3 method="wB97M-V/def2-TZVPD" gap_ha=0.23027 homo_energy_ev=-5.54 e_lumo_ev=0.73 total_energy_ha=-3157.2959 fmax_ev_per_a=9.641 total_charge=-1
H 6.62549 2.19304 2.11444
H 1.68977 2.97254 -1.88667
O 10.10900 -0.35896 1.56236
H 9.00732 0.99779 -1.66873
C 0.59603 2.54946 0.07585
H -1.20545 0.43497 -0.45937
H 7.90447 2.89711 0.89240
O 2.69484 -7.41576 6.19518
H -9.70336 -1.75817 -0.30911
H 0.68984 3.50480 0.78302
C -6.68960 -0.10905 0.80564
H -4.26526 -0.28580 -0.62704
H -2.91488 1.09955 1.28453
C 9.37037 0.47185 0.57983
H -6.54476 -5.35923 -4.15392
H 2.13276 -6.87633 3.07850
C -3.64652 6.92922 -0.65638
O -5.47606 -5.46108 -5.89596
O 0.60882 0.09025 2.40790
H -3.23286 7.69326 0.00493
C 3.26017 3.26781 -0.13868
C 5.86945 2.35396 -0.05951
O -2.38075 5.25259 0.33809
H -5.99828 -5.36335 -2.44273
C 10.31654 -2.22445 -1.03747
N -4.25000 -5.35037 -5.77980
H -7.27080 0.08092 1.82941
H -11.12252 3.01281 -3.57117
C -5.68631 1.17965 0.57834
O -0.84440 6.85318 3.58947
O 1.06203 5.86156 4.07461
H 5.20384 -3.67882 0.56172
O 5.42076 -6.61523 -0.10674
H 10.49520 -2.47865 0.09076
H -0.07032 3.74711 3.86102
C -4.44630 0.87960 -0.46422
H 6.69607 -4.58823 0.14542
H -4.71862 1.37895 -1.51056
O -10.59269 2.54216 -0.63619
C 6.76771 -0.64463 0.27803
H 10.77599 1.28871 -1.08503
O -7.69932 -3.04001 -3.86723
H 4.32745 2.47997 1.72587
N -2.66257 5.81536 -0.72626
H 3.53215 -7.77793 3.75352
C 2.82434 -6.96319 3.91908
H -7.37893 -0.22376 -1.45077
H 6.18247 -4.45621 1.86170
H -6.13231 -1.13067 0.93946
C 1.97082 2.51493 -0.82173
O 4.02164 -5.84180 1.40898
H -7.75401 -5.42528 -2.81775
C -6.78068 -5.04555 -3.13502
C 5.84434 -4.52282 0.82562
O -6.06910 -2.95695 -2.38781
O 5.90103 -1.35954 1.27346
N -0.14033 5.85588 3.78610
H 2.24761 1.38912 -1.02264
H 2.91339 -0.58865 2.57165
H -0.57530 3.00722 -1.92513
C 10.31290 -0.87326 -1.65613
H 3.92944 1.13191 0.34478
H 5.98228 3.49700 -0.38456
O 0.82394 -7.39472 5.03222
C -8.55005 -1.78155 -0.10459
H 10.19662 -3.15608 -1.77420
C -1.77762 1.42280 -0.76972
H 10.68337 -0.82174 -2.79043
O -3.60516 -5.48212 -4.73300
H -5.17992 1.41153 1.62811
O 7.82169 0.14578 2.32952
C 4.34746 2.22026 0.56458
C 2.71966 0.10396 3.39334
H 0.48170 1.58640 0.74184
N 1.30087 0.54683 3.32526
H 2.86483 -0.38985 4.35630
O 6.74132 -0.90033 -1.03694
H 2.89594 4.08781 0.62597
H -8.69454 0.49174 -0.28429
H -4.57801 6.52145 -0.25854
H -8.34949 -2.01255 1.04921
H -4.16724 -4.94269 -7.84968
C 7.72701 0.53567 0.88474
N 5.03002 -5.76148 0.69786
C -7.82276 -0.30023 -0.37020
H 3.83254 3.82637 -0.99552
H -1.61192 4.49704 4.39782
C 9.86496 0.53970 -0.97618
C -3.09033 1.56580 0.21480
H -7.97305 -2.62160 -0.69706
N -10.49680 2.10692 -1.78958
O 9.55051 -0.77259 3.97770
C -3.47566 -5.02955 -7.00910
H -3.35343 2.71820 0.34500
H 9.67271 1.56285 0.96343
H 6.00700 1.71389 -1.04091
H -1.19099 4.44865 2.64497
N 2.05000 -7.28400 5.14838
H 3.34697 0.99321 3.30431
O 0.92196 1.34022 4.19471
H -12.31441 3.08697 -2.22918
H -1.40930 3.62876 -0.30863
C -0.78809 2.73085 -0.78517
N -6.85472 -3.55955 -3.12851
H -2.76785 -5.84430 -7.17466
H 3.34111 -6.01714 4.09277
H -12.03619 1.53465 -3.08926
C 9.17765 -0.35101 2.73756
H -2.20142 1.24299 -1.86140
H -2.95889 -4.08350 -6.83541
O -2.20151 5.53643 -1.83917
C -11.57988 2.46490 -2.74483
H -3.79865 7.32978 -1.66078
C -0.80493 4.53041 3.66305
H -6.29278 2.11864 0.16851
C 7.07271 2.06556 1.02216
O -9.58102 1.39902 -2.22455

=====

No. 3
107
Properties=species:S:1:pos:R:3 method="wB97M-V/def2-TZVPD" smiles="CC(=O)OCCCCCOCCN.O=S1(=O)CCCC1.O=S1(=O)CCCC1.O=S1(=O)CCCC1.O=S1(=O)CCCC1.O=S1(=O)CCCC1" gap_ha=0.33378 homo_energy_ev=-8.88 e_lumo_ev=0.21 total_energy_ha=-4163.9421 fmax_ev_per_a=8.236
H -3.16047 -4.70606 -5.69583
C 5.33025 -2.94559 2.40084
H 2.25510 -0.80534 -5.01373
C 3.47399 -1.54997 3.11934
C 4.33032 5.99796 4.56304
C 1.03032 -4.72411 -0.00319
H -3.75143 3.46040 4.11367
C 1.37843 0.69755 -3.70721
H -4.17430 -0.98216 -3.59292
H 4.67382 3.89211 4.22516
C 3.87661 6.34813 3.14685
H 0.23955 -3.33660 -1.48887
H 2.05832 2.83650 1.42522
C -3.03378 5.14803 0.17579
H -3.17893 0.91128 3.71431
H 0.78773 -6.46676 1.29166
C 3.99174 4.52742 4.80273
C 1.27559 -0.51089 -4.62582
H 3.79022 6.61936 5.28768
H -1.81022 2.50629 0.36474
O 2.91443 4.36831 1.70182
H 1.37382 -6.82997 -0.34108
H -2.85820 -1.86841 -2.76398
H 1.77166 0.45366 -2.71884
H 1.98225 -3.07704 2.67728
H 5.39900 6.19390 4.69503
H 5.98167 -2.75690 3.25939
O 4.54629 -4.79254 4.10767
C -3.67007 -1.94659 -3.49229
H 2.71895 -0.80597 2.84679
H 5.91136 -3.34695 1.56885
H 0.30866 3.47161 1.73502
H -4.73566 -3.16099 -2.03350
N -1.65835 5.14351 -0.46214
H 0.01623 -0.95743 -6.35318
O -1.54889 -2.67088 -4.87418
C -4.06478 2.91938 3.09747
H 0.80033 2.59472 0.04304
C 4.53649 -1.70121 2.03177
O 3.64784 -4.85138 1.73456
C -3.31258 0.92435 1.33275
C 2.56497 4.34649 4.30640
O 1.28543 6.02254 2.72757
H -1.92430 2.01101 2.81134
H -1.30577 -0.66597 -0.22115
C 0.69174 -6.19466 0.23649
O 1.30294 0.89111 3.07368
C -3.05524 1.65813 2.79163
H -5.14628 2.46546 3.31573
H 0.82681 0.61097 -6.41244
H 2.54222 -3.06863 4.37760
S -2.96072 -2.41261 -5.06433
H 0.49022 -4.10272 0.72144
C -3.01895 4.68587 1.77536
S -0.29701 1.28858 -3.56862
C 0.91032 2.59147 1.20789
H 4.66863 6.16391 2.41580
H 1.84795 4.80710 4.99252
H 0.85690 -1.36406 -4.07879
O -0.93518 0.60350 -2.46429
H -1.45205 -5.91498 0.42629
H -2.72210 1.31198 -0.84729
H -4.90648 -5.13833 -3.73371
C -4.65044 -3.05752 -3.11974
H -4.44157 1.01358 0.96046
H 4.05168 -1.83995 1.05804
H 5.17972 -0.81879 1.96689
H -3.06866 5.67612 2.43872
H -3.67436 4.31603 -0.38068
H -5.64770 -2.81430 -3.50606
C -0.88550 0.57449 -5.09683
H 4.08773 4.25532 5.85790
O -3.45402 -1.51948 -6.09362
H 3.94865 -1.21154 4.04837
C -0.90014 0.38690 0.16898
H -0.99973 -7.41969 -0.43524
H 1.97627 1.49095 -4.16563
C -3.80625 -3.97478 -5.20677
O -4.22994 3.85855 1.96614
H -3.57828 6.18938 0.06455
H -3.25766 -4.70371 -3.25024
C 0.60253 1.15770 1.93871
C 0.57661 -4.37395 -1.41938
S -0.78622 -5.46729 -1.79214
O -0.38151 0.14708 1.52407
H -1.66600 -0.15155 -4.85322
C -0.73503 -6.37559 -0.25983
O -0.29361 2.73299 -3.68738
H -4.71037 -3.81292 -5.80126
H -2.01342 4.13183 2.01925
C -2.21515 1.41976 0.20287
H -0.09073 0.71863 -0.61828
H -1.29594 1.36349 -5.73208
H 3.53955 7.38548 3.07737
C 0.32197 -0.09934 -5.74647
H -1.78406 4.69562 -1.41177
H -3.10429 -0.23380 1.50925
C -4.15302 -4.34624 -3.77271
H 2.30027 3.30238 4.13099
O -0.38557 -6.35377 -2.86442
O -2.01457 -4.69953 -1.83866
H -0.98297 4.51935 0.04137
S 4.09194 -4.12380 2.90484
H 2.09900 -4.52818 0.12879
H 1.36863 -4.55816 -2.15044
C 2.84111 -2.92344 3.33640
S 2.51378 5.25479 2.77409

=====

No. 4
112
Properties=species:S:1:pos:R:3 method="wB97M-V/def2-TZVPD" e_above_lowest_kj_mol=413.51 gap_ha=0.26671 homo_energy_ev=-11.85 e_lumo_ev=-4.60 total_energy_ha=-3174.2266 fmax_ev_per_a=4.672 total_charge=+1
C 0.95649 -1.71410 -6.64462
H -8.89223 -1.33700 4.24927
H -0.65207 0.29763 -3.84674
H 8.50608 -3.55487 3.24108
H 5.86830 0.60044 0.26426
N 1.84232 -0.55827 -7.15122
H -7.80882 5.12318 9.91566
H -0.49728 -0.19883 -1.15455
H 0.66479 3.60884 -7.55040
H -2.01193 2.78233 -8.66812
Cl 2.04173 -3.22673 -6.64613
H 0.00935 -1.89252 -7.31689
C 1.81732 -7.71839 3.44153
H -5.70136 -2.85804 0.53222
C -0.13291 2.74071 -7.74005
H -4.61897 1.45180 6.59698
O 7.95104 -0.53537 1.11508
C 0.39659 -1.44081 -5.09895
O 7.26554 -2.56226 1.94834
C 3.21441 -6.04891 2.60512
H -7.61363 3.39195 10.15327
H -5.11090 2.45873 2.50894
H 4.93450 0.01342 -5.71200
H -7.08693 -3.00725 4.83368
H 6.44098 3.90091 -2.72375
O -7.82845 -2.55926 2.31894
H -3.81604 2.37068 7.92170
H 0.64819 2.03962 -5.17267
O 2.63506 -6.58237 3.70950
H 8.52792 4.67840 -3.93511
O 5.35800 3.66579 -4.49762
C 4.53864 -4.21791 1.92250
H -4.79018 1.29659 0.27874
O -6.34289 -1.08070 1.38113
O 3.89161 -4.93563 2.97929
H 3.17345 0.24087 -5.72596
O -5.27133 3.41626 6.88244
C 6.40828 4.28830 -3.74932
H -9.23260 4.10937 10.26047
O -7.25069 4.11501 7.52876
C -2.26831 1.41756 -0.18550
O 3.12140 -6.48555 1.46748
H 0.85326 1.17608 -8.92962
H 4.04896 -2.73692 0.42368
C 7.12025 -1.42507 1.22337
H 6.16344 5.35346 -3.68294
H 4.00576 0.06707 -4.16977
C -4.24355 2.42953 6.91531
H 2.79884 -3.97517 0.64993
O -7.10305 -0.66521 3.39939
H 4.51254 -0.33820 -0.35853
H -8.00712 -0.09842 5.13780
H 7.36445 -0.45616 -1.47800
H 0.66612 1.08587 -1.52968
H 5.96350 0.30871 -2.25230
H -5.68989 -1.43354 -0.52793
H -3.49193 1.74132 2.40174
O 4.25001 1.88965 -5.16210
H 5.07154 -4.90360 1.25259
H 6.02700 -1.45730 -2.02632
C -4.35858 2.28285 0.48838
H 7.67919 4.47561 -5.48831
N -1.02033 3.02620 -8.94940
C 1.08040 0.74812 -6.84176
C -8.27792 4.15162 9.72898
O 5.90600 -1.46008 0.62142
H 5.29171 -3.57461 2.38938
O 5.97257 1.61220 -3.66934
C 7.74292 4.12159 -4.45416
H -1.17488 0.16517 -5.66352
N 0.65837 1.46746 -7.92877
H -3.45558 2.73650 6.22185
H -0.34952 -2.27263 -4.73160
H 0.91260 -7.40835 2.90823
C 6.27457 -0.49109 -1.57464
H -5.06141 3.02951 0.10439
C -0.23996 0.09634 -4.92474
C -7.88765 -1.01190 4.54603
H 9.30832 -2.87670 1.80938
H -7.23946 -2.20211 -0.13702
H 1.52176 -8.15756 4.39849
C -7.16520 -1.53363 2.36018
H 1.36555 -1.53351 -4.40790
C 5.26040 2.32001 -4.36599
H 2.99031 -2.71037 1.85631
C -6.39000 3.06820 7.56603
O -6.57746 2.00317 8.13533
H -0.79141 2.39425 -9.75674
C -4.15623 2.50098 1.97745
C 3.54107 -3.35818 1.16649
C -7.18215 -2.06479 5.38242
H -8.91187 2.94723 8.03027
C 8.54167 -2.69266 2.56926
H 1.79157 -0.67056 -8.20780
H -0.86958 2.64212 -6.80692
C 4.09356 0.47326 -5.18246
H -7.73305 -2.25908 6.30678
H 8.78947 -1.80614 3.16163
H 2.36240 -8.47631 2.86996
O -2.45576 0.35254 0.38380
O -3.12899 2.46437 -0.22277
C 5.59900 -0.34475 -0.22259
H 8.03861 3.06844 -4.49713
C -8.48028 3.93349 8.23991
C -0.12185 0.77890 -0.83622
O -1.14963 1.76563 -0.86909
H -6.16714 -1.74029 5.63400
H -9.18311 4.68015 7.85592
C -6.24934 -1.95100 0.25646
H 0.30565 0.72004 0.17016
N 0.84315 1.04209 -5.38753
H -3.68712 3.47255 2.16413